58
Properties=species:S:1:pos:R:3:forces:R:3 method="wB97M-V/def2-TZVPD" s2=3.76 e_above_lowest_ev=0.755 spin_multiplicity=4 homo_lumo_gap_ev="6.80 / 6.85" homo_ev="-6.68 / -6.74"
Co 0.449127 0.769722 -0.168623 0.1 -0.9 0.7
C -3.449906 -0.218217 3.606535 -0.2 0.1 -0.1
N -2.070156 -0.354038 3.215795 0.2 -0.1 -0.2
C -1.118832 -0.412600 4.309727 0.3 0.0 0.1
C -1.590818 -0.195570 1.966350 -0.3 0.1 0.2
O -0.390025 -0.149634 1.751535 0.0 -0.2 -0.3
C -2.574078 -0.039287 0.801725 -0.1 0.2 0.2
O -1.883902 0.086617 -0.423210 0.1 -0.1 0.1
C -1.825833 -1.060236 -1.251517 0.1 0.1 -0.3
C -0.494115 -1.814872 -1.136079 -0.4 -0.4 -0.4
O 0.400174 -1.411225 -0.407867 0.3 0.3 0.2
N -0.356237 -2.918303 -1.899378 0.2 0.3 0.3
C 0.974133 -3.486806 -2.024994 0.3 0.0 0.1
C -1.305061 -3.300319 -2.917451 -0.3 0.1 -0.2
H -3.637888 -0.888396 4.445832 -0.1 0.0 -0.1
H -4.123939 -0.476355 2.794666 -0.1 0.0 0.0
H -3.658900 0.805076 3.930508 -0.1 0.0 0.0
H -1.307794 -1.302771 4.912690 0.0 0.0 0.0
H -1.207943 0.476208 4.937308 0.0 0.0 0.0
H -0.113595 -0.455308 3.892606 -0.1 0.0 0.2
H -3.138190 0.894034 0.936230 0.0 -0.2 0.0
H -3.275605 -0.881206 0.769794 0.0 0.1 0.0
H -1.888560 -0.678097 -2.277355 -0.1 -0.1 0.1
H -2.682808 -1.715851 -1.058391 0.1 0.0 -0.1
H 1.573805 -3.132217 -1.189871 0.0 -0.1 -0.1
H 1.437033 -3.153401 -2.957439 0.0 0.0 0.0
H 0.916972 -4.577333 -2.011808 0.0 0.1 0.0
H -1.327096 -2.576671 -3.739106 0.0 -0.1 0.0
H -2.308347 -3.406093 -2.503139 0.0 0.0 -0.1
H -1.002762 -4.266235 -3.319205 -0.1 0.1 0.0
C -1.058402 2.568796 -2.315604 0.0 0.2 0.5
O -0.304305 1.552078 -2.921530 0.3 -0.2 -0.5
C 0.632348 0.863772 -2.158771 -0.2 -0.4 -0.9
O 1.282087 0.044410 -2.784150 -0.2 0.5 0.3
H -0.783818 3.532440 -2.753836 -0.1 0.0 0.1
H -0.874598 2.597297 -1.227849 -0.1 0.2 -0.3
H -2.120919 2.379615 -2.491037 0.0 0.0 0.0
C 5.636182 6.715275 2.091571 0.0 0.0 0.0
C 4.613932 5.634491 1.912711 0.0 -0.1 0.0
C 4.531697 4.566130 2.790530 0.1 0.2 -0.1
C 3.550832 3.595478 2.655552 -0.1 -0.3 0.1
C 3.526839 2.456716 3.630213 0.0 0.0 0.1
C 2.609949 3.695425 1.629439 -0.1 -0.1 -0.2
Te 0.904055 2.410646 1.681530 0.3 0.6 0.5
C 2.734356 4.720046 0.692093 -0.1 0.0 -0.1
C 1.811050 4.822969 -0.480753 -0.1 0.0 -0.1
C 3.724451 5.677727 0.850151 0.1 0.0 0.1
H 6.278923 6.506736 2.941819 0.1 0.0 0.1
H 5.143441 7.671742 2.256549 0.0 0.1 0.0
H 6.259704 6.812856 1.205150 0.1 0.0 -0.1
H 5.239962 4.493138 3.607717 0.0 0.0 0.0
H 4.442898 2.439706 4.219710 0.0 0.0 0.1
H 3.430691 1.502705 3.108302 -0.1 0.0 0.1
H 2.675061 2.558971 4.306684 0.0 -0.2 0.0
H 1.512906 3.831151 -0.819693 -0.1 0.1 -0.1
H 2.294488 5.342670 -1.306784 0.0 0.1 0.0
H 0.913210 5.379430 -0.203481 -0.1 -0.1 -0.1
H 3.796440 6.486571 0.134101 0.0 0.1 -0.1